(1)
ORCA calculation (ωB97M-V with the def2-TZVPD basis set) on one molecule with the formula C15H14N4O2S2 in a non-equilibrium geometry.

Values from the calculation:
**ΔE to the lowest compared entry with this formula, charge and spin**: 2.5 kcal per mole

Atoms and positions in Å:
C: -6.27273 -1.40381 0.55209
H: -6.78977 -0.86454 -0.24791
O: -4.91716 -1.61826 0.23862
C: -4.11301 -0.53805 0.05445
C: -2.78094 -0.82575 -0.23917
C: -1.87286 0.19977 -0.44788
C: -2.28325 1.52705 -0.36755
C: -3.60227 1.80360 -0.06843
C: -4.52134 0.78898 0.14208
H: -5.54366 1.04275 0.37108
H: -3.92724 2.83067 -0.00402
H: -1.58186 2.32482 -0.54770
N: -0.54053 -0.11887 -0.75248
C: 0.59806 0.49525 -0.32542
N: 1.67687 -0.08068 -0.79084
C: 1.23796 -1.11083 -1.56593
C: -0.12055 -1.16015 -1.55052
H: -0.81414 -1.80359 -2.04927
H: 1.93711 -1.74245 -2.07565
S: 0.64772 1.85150 0.76168
C: 2.44934 1.87544 0.99905
C: 3.12742 1.99937 -0.34190
O: 2.81461 2.80298 -1.18443
N: 4.21942 1.18092 -0.56782
C: 4.64419 0.07541 0.10714
N: 4.39703 -0.24043 1.32947
C: 4.98662 -1.41038 1.67895
C: 5.72069 -2.01104 0.71319
S: 5.67643 -1.07952 -0.73868
H: 6.27913 -2.92294 0.75807
H: 4.84402 -1.77635 2.67899
H: 4.58496 1.27805 -1.50900
H: 2.76067 0.97701 1.52810
H: 2.65154 2.76531 1.59560
H: -2.47697 -1.85928 -0.28511
H: -6.38561 -0.85665 1.49327
H: -6.70992 -2.39532 0.65790



(2)
ORCA calculation (ωB97M-V with the def2-TZVPD basis set) on a 2-piece molecular cluster, C30H63N2O3 overall.

Values from the calculation:
**Multiplicity**: 2
**<S²>**: 0.754
**Energy**: -41252.450 eV

Atoms and positions in Å:
C: -9.31701 -2.89149 3.33988
C: -8.36534 -4.06130 3.55432
C: -7.92895 -4.71576 2.24856
C: -6.97300 -5.89626 2.45343
C: -5.99864 -6.14720 1.28864
C: -4.53340 -5.96366 1.68588
C: -4.15296 -4.50717 1.96293
C: -4.06977 -3.63858 0.70661
C: -2.80940 -3.90413 -0.13816
C: -1.95960 -2.66288 -0.44526
C: -0.47056 -2.98447 -0.56025
C: 0.35355 -1.87521 -1.20715
C: 0.21042 -0.52947 -0.48288
C: 1.37490 0.47585 -0.61899
N: 2.48585 0.17073 0.30259
C: 3.08033 -1.15864 0.27734
C: 4.33170 -1.20219 1.14421
C: 5.12804 -2.50590 0.95872
C: 5.34602 -3.28235 2.25230
C: 1.87133 0.50447 -2.06324
C: 2.60919 1.76996 -2.50764
C: 3.87972 2.05408 -1.70369
C: 2.96088 1.63770 -3.98223
N: 1.68247 2.94060 -2.32427
O: 1.46753 3.69720 -3.32829
C: 0.55795 2.87405 -1.34694
C: -0.73863 2.51472 -2.09495
C: 0.43129 4.26620 -0.73315
C: 0.88875 1.88764 -0.21892
H: -9.45173 -2.30405 4.24876
H: -8.93862 -2.22004 2.56558
H: -10.30207 -3.23724 3.01987
H: -7.47407 -3.72913 4.09733
H: -8.84169 -4.81506 4.18974
H: -8.82258 -5.04115 1.70492
H: -7.45076 -3.96285 1.61131
H: -6.40337 -5.71614 3.37181
H: -7.55553 -6.80059 2.64577
H: -6.13678 -7.15028 0.87949
H: -6.24037 -5.46281 0.46989
H: -3.87808 -6.37334 0.90995
H: -4.34327 -6.55608 2.58657
H: -3.17747 -4.48385 2.45985
H: -4.86409 -4.07395 2.67454
H: -4.10277 -2.58441 0.99511
H: -4.96136 -3.80133 0.09633
H: -2.17720 -4.63463 0.37943
H: -3.08787 -4.38137 -1.08070
H: -2.12388 -1.91016 0.33037
H: -2.29022 -2.20194 -1.38316
H: -0.34578 -3.90365 -1.14144
H: -0.07136 -3.19801 0.43863
H: 0.03812 -1.75825 -2.24899
H: 1.40247 -2.17995 -1.24351
H: -0.70505 -0.04499 -0.83176
H: 0.06646 -0.70759 0.59107
H: 2.15354 0.35038 1.24577
H: 2.38491 -1.94729 0.60957
H: 3.35488 -1.40176 -0.75377
H: 4.93147 -0.32081 0.91136
H: 4.04054 -1.10665 2.19646
H: 4.61071 -3.14985 0.24057
H: 6.09615 -2.27675 0.50823
H: 4.41088 -3.40069 2.80448
H: 6.04880 -2.76791 2.91148
H: 5.74495 -4.28034 2.06346
H: 1.00705 0.38792 -2.72112
H: 2.51352 -0.35604 -2.26788
H: 4.38488 2.91879 -2.13849
H: 4.55653 1.19756 -1.75079
H: 3.66495 2.24712 -0.65558
H: 3.66907 0.81518 -4.09836
H: 2.07780 1.42905 -4.58733
H: 3.41482 2.55034 -4.36048
H: -0.56450 1.81423 -2.91075
H: -1.46486 2.07072 -1.41228
H: -1.18377 3.40555 -2.53478
H: -0.34265 4.26408 0.03738
H: 0.17469 4.99529 -1.49962
H: 1.37723 4.55864 -0.27435
H: 1.65148 2.34109 0.41788
H: -0.01751 1.80712 0.38849
C: 3.53463 6.24843 -1.95613
O: 3.99475 7.56523 -2.20276
C: 3.56992 8.50554 -1.23602
C: 4.64384 8.80284 -0.20978
O: 4.96111 7.67282 0.58282
C: 6.12656 6.99081 0.16293
H: 4.06601 5.58640 -2.63776
H: 3.73198 5.93853 -0.92593
H: 2.46291 6.15797 -2.15923
H: 2.66614 8.15005 -0.72762
H: 3.31906 9.43331 -1.75923
H: 4.28300 9.58763 0.46161
H: 5.54070 9.17699 -0.71662
H: 7.02494 7.58317 0.37012
H: 6.09653 6.75754 -0.90422
H: 6.17864 6.06407 0.73213